Computed, not measured: a cluster of 7 separate species, C14H43ClN3O10 in total in a non-equilibrium geometry, with ωB97M-V/def2-TZVPD.

Last column: Mulliken charge in e.
CARTESIAN COORDINATES (ANGSTROEM)
H 0.249 1.122 -2.628  0.146
C 4.692 -1.461 0.215  -0.397
H 1.365 0.681 -3.926  0.367
H 1.666 -5.067 -4.332  0.249
H -7.329 -1.226 -0.034  0.305
O -0.213 3.204 1.542  -0.648
H -2.776 -1.486 -2.166  0.397
H 6.926 -1.995 1.892  0.269
O -0.532 1.129 0.588  -0.654
H 2.355 -2.971 0.545  0.468
H -3.473 -0.758 -3.670  0.501
C 0.379 5.331 4.371  -0.931
O 1.617 1.992 1.064  -0.701
N 3.743 -0.346 2.232  -0.662
H 0.457 6.049 5.188  0.357
H -2.500 0.599 -0.887  0.151
H -0.767 2.961 6.312  0.301
O 0.309 3.042 -0.626  -0.744
H -0.400 5.521 3.632  0.114
H 0.033 -3.600 -1.742  0.252
H 1.966 -1.441 0.624  0.181
C -4.137 0.309 -1.876  0.694
C 0.283 3.966 5.010  0.030
C 1.538 -1.926 -3.215  -0.785
C -5.618 -0.233 -1.799  -0.916
H -1.636 1.153 2.356  0.333
O -2.907 4.428 2.632  -0.601
H -0.029 3.171 4.332  0.066
N -3.433 0.293 -0.649  -0.635
H -1.700 0.886 3.845  0.270
H 4.655 0.083 2.157  0.352
H -1.063 -3.111 -3.009  0.051
H -4.178 1.346 -2.210  0.392
C -7.511 -0.263 -0.511  -0.785
H 4.702 -2.379 -0.371  0.452
H 3.333 0.320 1.593  0.207
H -3.235 -0.650 -0.344  0.234
O -2.214 1.231 3.116  -0.589
H 0.623 -3.065 -4.803  0.306
C 6.947 -1.956 0.803  -0.758
H -8.100 -0.458 -1.407  0.302
C 1.061 0.449 -2.905  -0.639
H -2.336 0.016 -2.969  0.406
H 4.315 -0.720 -0.490  0.048
O -6.270 0.444 -0.691  -0.289
H 2.031 -2.053 -2.251  0.301
H -5.500 -1.316 -1.824  0.341
H 1.166 3.563 5.506  0.317
C -0.214 -3.759 -2.792  -0.854
H -8.012 0.331 0.253  0.267
H -6.128 0.083 -2.710  0.362
O -0.810 3.806 5.860  -0.565
H 1.898 -2.156 2.156  0.355
H 2.206 -1.475 -3.949  0.428
H -0.429 -4.766 -3.147  0.370
C 4.031 -1.630 1.562  0.349
H -3.032 5.333 2.917  0.266
C 2.504 -2.153 1.250  -1.381
H 1.906 0.483 -2.217  0.173
H 6.731 -2.940 0.387  0.329
C 0.904 -3.296 -3.776  0.311
H 4.426 -2.411 2.212  0.389
O 0.564 -0.908 -2.894  -0.151
Cl 0.319 2.282 0.614  1.696
H 2.769 -4.012 -4.189  0.233
H 1.337 5.540 3.895  0.329
C -3.179 -0.588 -2.635  -1.742
H -2.282 4.487 1.910  0.308
H 7.953 -1.760 0.431  0.280
N 1.937 -4.321 -3.708  -0.731
O 6.049 -0.976 0.352  -0.451

The total charge is -1. As for the total energy: -52672.5750 eV. Its HOMO-LUMO gap is 0.3058 hartree. As for the largest force on an atom: 0.1073 Eh/bohr.



Computed, not measured: a structure of composition C14H44AsF6O8 in a non-equilibrium geometry, with ωB97M-V/def2-TZVPD.

Last column: Mulliken charge in e.
CARTESIAN COORDINATES (ANGSTROEM)
H -8.048 -4.446 -1.161  0.309
H -14.320 -7.573 0.578  0.332
C -9.096 -1.598 2.759  1.045
H -10.740 -2.554 2.691  0.503
O -15.481 -5.308 4.419  -0.579
C -16.702 -1.484 -2.911  -1.015
H -8.766 0.353 2.008  0.421
H -11.419 -5.009 -2.301  0.183
O -11.513 -0.407 -4.677  -0.558
F -12.781 -3.386 -0.702  -0.614
H -14.744 -0.124 5.078  0.378
F -14.314 -2.563 1.042  -0.334
F -11.270 -1.248 -0.402  -0.475
H -16.886 -1.875 -3.911  0.406
C -8.003 -1.366 3.780  -1.640
H -15.209 2.050 4.086  0.339
H -15.507 -3.771 -1.776  -0.065
H -13.578 -0.436 3.684  -0.013
H -12.020 -2.054 -3.656  0.035
H -8.416 -0.624 4.464  0.389
O -17.344 -2.003 -0.704  -0.613
H -11.692 0.536 -4.666  0.308
H -15.327 -5.761 3.586  0.399
H -15.113 -3.154 4.720  0.236
H -13.341 0.695 4.953  0.344
C -8.361 -2.577 -1.128  -0.268
O -11.412 -6.603 -3.516  -0.564
H -12.091 -4.679 -3.885  0.187
C -16.578 -3.925 -1.906  -0.716
H -15.630 -1.315 -2.802  0.026
As -12.817 -1.889 0.293  1.938
H -7.696 -1.729 -1.289  0.276
H -11.755 -7.280 -2.927  0.315
H -10.464 0.000 2.457  0.157
H -17.162 -0.515 -2.716  0.305
C -17.316 -2.576 -2.058  0.287
H -13.622 -6.163 -0.312  0.039
H -17.059 -4.441 -1.075  0.281
H -16.485 0.187 3.099  0.434
H -16.114 1.442 1.748  0.269
H -15.341 -0.143 1.901  -0.237
C -9.559 -0.395 1.996  -0.851
H -9.749 -0.589 0.940  0.026
C -15.764 0.693 2.458  -0.653
F -13.822 -1.248 -1.051  -0.414
H -14.886 -3.659 3.128  -0.240
F -13.012 -0.433 1.321  -0.393
O -14.287 -5.780 1.608  -0.500
O -10.141 -2.300 3.397  -0.649
C -14.793 1.328 3.383  0.234
H -9.165 -2.312 -0.441  -0.099
H -8.722 -2.308 2.021  -0.043
H -7.087 -1.019 3.303  0.348
H -16.480 -1.692 -0.424  0.264
H -13.553 1.079 1.879  0.563
H -18.348 -2.718 -2.379  0.348
O -13.900 1.777 2.439  -0.694
H -13.068 -5.491 -2.689  0.104
C -12.380 -1.037 -3.808  -0.127
H -14.476 -4.862 1.402  0.244
H -16.666 -4.506 -2.824  0.443
H -8.970 -2.708 -2.023  0.318
H -13.777 -4.198 4.407  0.297
C -14.111 0.293 4.295  -0.920
H -13.366 -1.156 -4.258  0.284
H -12.474 -0.605 -2.812  0.025
O -7.702 -3.698 -0.667  -0.534
H -15.358 -6.435 0.020  0.236
H -7.738 -2.152 4.488  0.390
C -12.056 -5.419 -3.085  -0.231
C -14.823 -4.036 4.149  -0.095
C -14.349 -6.493 0.430  -0.468
F -11.806 -2.815 1.548  -0.662

The total charge is -1. The calculation puts the relative energy (zero: lowest compared OMol25 entry of this formula, charge and spin) at 50.7 kcal/mol. As for the total energy: -108757.3462 eV. Its HOMO-LUMO gap is 0.3380 hartree. As for the largest force on an atom: 0.0834 Eh/bohr.



Computed, not measured: a cluster of 14 separate species, C14H44BrNO17 in total in a non-equilibrium geometry, with ωB97M-V/def2-TZVPD.

Last column: Mulliken charge in e.
CARTESIAN COORDINATES (ANGSTROEM)
C -1.062 0.873 1.050  -0.260
O 0.540 4.921 -0.259  -0.563
O -1.757 -1.744 4.078  -0.585
C -2.535 -1.856 -0.376  0.290
H -3.150 1.610 -0.759  -0.027
C -2.665 -3.533 1.509  -0.244
H 5.074 -4.365 -3.632  0.309
H -1.932 0.186 1.425  0.188
O -1.168 0.505 -4.386  -0.717
H 4.416 -3.201 -2.896  0.387
H -3.138 -0.208 -5.188  0.324
H -4.112 -1.371 -5.359  0.312
C -4.130 -2.926 1.876  -0.251
H -1.012 -1.126 4.040  0.297
H 0.977 1.629 -1.686  0.287
C 2.435 0.382 -0.268  -0.225
H 2.188 -2.743 2.647  0.382
N -1.886 -2.971 0.367  -0.007
H 1.716 0.488 -4.518  0.325
H -0.261 0.896 1.931  0.048
C 1.931 -2.059 1.732  -0.373
H -2.133 2.648 1.997  0.329
C -4.923 -1.718 1.055  -0.469
C -3.985 -1.143 -0.206  -0.205
C 2.222 -0.470 2.015  0.680
O 1.821 0.004 3.227  -0.664
O 2.913 0.472 1.121  -0.342
O 2.575 0.063 -4.661  -0.657
C -1.659 2.395 0.932  -0.626
H 2.459 -2.484 0.768  0.178
H 3.285 0.881 -0.941  0.313
H -1.085 0.425 -3.424  0.411
H -3.865 2.894 0.420  0.417
O -2.668 4.376 -4.634  -0.652
H -2.631 5.744 1.234  0.287
H 2.969 2.424 5.539  0.319
H -2.482 3.483 -4.960  0.320
H -2.243 -4.426 2.173  0.312
O 2.870 -1.844 -2.382  -0.648
H 4.523 3.303 7.129  0.308
C -1.604 -1.219 -1.615  0.507
Br -2.424 4.165 -1.333  -0.203
H -0.982 -0.388 -4.713  0.325
O 4.866 -3.026 1.147  -0.593
O -4.085 -0.413 -5.217  -0.626
H -1.996 5.639 2.619  0.250
H 2.429 -2.589 -2.817  0.299
H 3.167 -1.287 -3.117  0.312
H -4.691 -3.410 2.806  0.268
O 4.917 2.763 7.830  -0.639
H 2.928 1.488 4.334  0.320
H 2.303 -0.706 -0.679  -0.017
O -2.208 5.112 1.833  -0.507
H 5.325 2.023 7.356  0.332
H 1.061 2.192 0.167  0.266
H -0.180 4.796 -0.896  0.239
C -0.268 0.333 -0.279  0.027
H -1.366 -2.562 4.419  0.304
H -5.978 -1.297 1.333  0.335
H -0.777 3.186 0.803  0.386
H 5.742 -3.441 1.123  0.288
H 0.008 -6.090 -0.488  0.301
O 3.469 2.178 4.747  -0.615
H 0.760 -2.188 1.548  -0.088
H -4.369 -0.248 -0.888  0.396
H 0.906 5.788 -0.487  0.293
H 5.057 -2.086 1.286  0.301
H -2.585 4.295 -3.671  0.166
H 0.181 -0.741 -0.020  0.155
C 1.073 1.284 -0.571  -0.486
O -1.337 -1.961 -2.724  -0.640
O -0.617 -5.623 -1.064  -0.647
H -0.826 -4.814 -0.573  0.310
O 5.275 -3.626 -3.039  -0.614
O -1.102 0.159 -1.478  -0.229
C -2.873 2.576 -0.159  -0.302
H 2.374 -0.676 -5.254  0.315

As for the total energy: -121559.7335 eV. Its HOMO-LUMO gap is 0.3174 hartree. As for the largest force on an atom: 0.1807 Eh/bohr.